[1]
Formula: C10H14S
Source: the Open Molecules 2025 dataset
Level of theory: ωB97M-V with the def2-TZVPD basis set

XYZ file:
```
25
C10H14S ωB97M-V with the def2-TZVPD basis set
C 3.0493 0.7272 0.0528
C 2.1868 1.4503 -0.8087
C 2.6669 -0.1936 0.9934
C 0.9683 0.9754 -1.0276
C 1.3025 -0.7303 0.9164
C 0.3545 -0.1962 -0.2710
C -1.8595 -0.4219 -1.4582
C -1.7291 0.9659 0.5689
C -1.6341 -1.5030 0.7586
C -1.2121 -0.3109 -0.1232
S 1.1272 -1.7597 -0.5864
H 4.1689 1.1420 0.1887
H 2.5457 2.3144 -1.3251
H 3.5108 -0.3966 1.7338
H 0.2864 1.4969 -1.7000
H 0.7693 -1.0415 1.7206
H -2.9077 -0.1994 -1.3158
H -1.6551 -1.3655 -1.9389
H -1.2809 0.4426 -1.8989
H -2.7988 1.0762 0.6304
H -1.3836 0.9162 1.6305
H -1.3620 1.9661 0.1500
H -2.6976 -1.5585 0.8298
H -1.1256 -1.2880 1.7152
H -1.2905 -2.5079 0.5646
```

Calculated values
highest occupied orbital energy: -8.27 eV
energy above the lowest of the compared OMol25 structures with the same formula, charge and spin: 40.8 kcal per mole
calculated total energy: -787.53030 a.u.
LUMO energy: 0.6 eV
HOMO-LUMO gap: 8.87 eV
max |F|: 4.5 eV/Å
SMILES: CC(C)(C)[C@@]12C=CC=C[C@@H]1S2

[2]
Formula: C10H14S
Source: the Open Molecules 2025 dataset
Level of theory: ωB97M-V with the def2-TZVPD basis set

XYZ file:
```
25
C10H14S ωB97M-V with the def2-TZVPD basis set
C -0.7015 1.2093 -0.2635
C -1.6650 2.0252 -0.7445
C 2.0497 0.4241 0.8418
C 0.1831 -1.5542 1.6478
C -0.5248 0.5681 1.0277
C 0.4108 0.7011 -1.1914
C 1.2967 -0.1532 -0.3086
C -1.2008 -1.4646 1.2349
C 0.7094 -0.3126 1.0648
C -0.0853 -0.1240 -2.3388
S -2.3786 -1.7072 2.5335
H -1.8318 2.1663 -1.7269
H -2.6370 2.1366 -0.3066
H 2.9690 -0.0155 0.9578
H 1.9396 1.4373 1.0462
H 0.3361 -1.6568 2.7247
H 0.7696 -2.4895 1.3734
H -0.9565 1.0428 1.9896
H 0.9492 1.5923 -1.5227
H 1.5963 -1.0306 -0.7108
H -1.6124 -1.8211 0.3161
H -0.8324 -0.8473 -1.9285
H 0.6877 -0.9176 -2.5585
H -0.4958 0.4655 -3.0590
H -1.5244 -1.3784 3.6046
```

Calculated values
highest occupied orbital energy (alpha / beta): -5.66 / -9.26 eV
energy above the lowest of the compared OMol25 structures with the same formula, charge and spin: 28.1 kcal per mole
calculated total energy: -787.37074 a.u.
LUMO energy (alpha / beta): 0.8 / -1.3 eV
HOMO-LUMO gap (alpha / beta): 6.48 / 7.93 eV
max |F|: 5.4 eV/Å
multiplicity: 3

[3]
Formula: C10H15Br2O2
Source: the Open Molecules 2025 dataset
Level of theory: ωB97M-V with the def2-TZVPD basis set

XYZ file:
```
29
C10H15Br2O2 ωB97M-V with the def2-TZVPD basis set
C -0.5278 -1.6370 1.6541
C 0.5261 -2.2586 1.7586
C 5.5701 0.0062 0.8754
C -1.6607 -0.6921 1.7708
C 1.8308 -2.8824 2.0387
C 0.1152 2.0543 -0.2913
C 1.9877 2.0766 -2.0134
C -0.0939 0.3897 -2.0562
C 1.6285 0.0798 -0.2936
C 1.0033 1.1674 -1.2073
O 5.2934 -0.8480 1.6039
O 6.1481 0.7738 0.2267
Br 3.0687 0.9988 0.7885
Br 2.6220 -1.2785 -1.4261
H -2.3140 -0.7161 0.8770
H -1.1680 0.2726 1.8597
H -2.2434 -1.0457 2.5891
H 2.4890 -2.1486 1.6701
H 1.7687 -3.0641 3.1342
H 1.8725 -3.7342 1.4286
H -0.7364 1.5046 0.0642
H 0.6061 2.3467 0.6059
H -0.3027 2.8871 -0.8397
H 2.4145 1.5339 -2.8259
H 2.6019 2.3530 -1.2611
H 1.4077 2.9478 -2.3985
H -0.4099 1.1636 -2.7079
H -1.1381 0.1745 -1.5478
H 0.2293 -0.5025 -2.5310
```

Calculated values
highest occupied orbital energy: -2.90 eV
energy above the lowest of the compared OMol25 structures with the same formula, charge and spin: 22.0 kcal per mole
calculated total energy: -5688.46616 a.u.
LUMO energy: 3.3 eV
HOMO-LUMO gap: 6.15 eV
max |F|: 4.6 eV/Å
charge: -1